Computed, not measured: a molecular structure, C39H50B2F4N6O4P2ReSi2, with wB97M-V/def2-TZVPD.

Last column: Mulliken spin population.
Geometry (Å):
Re: 0.7487 0.5253 -0.0497  1.004
C: 2.2955 -3.4950 -0.4554  -0.004
C: 2.1236 -2.0309 -0.2504  -0.122
N: 0.9687 -1.3961 -0.3889  -0.014
O: -1.2493 -1.4616 0.4283  0.018
B: -2.6109 -0.8669 0.1569  -0.009
F: -3.1263 -1.3851 -0.9880  0.001
F: -3.3777 -1.1792 1.2482  0.000
O: -2.4602 0.6420 0.0542  0.014
N: -1.2765 1.3067 0.0964  0.038
C: -1.3645 2.5956 0.1827  0.013
C: -2.6519 3.3407 0.1922  0.003
C: -0.0782 3.3165 0.2810  0.107
N: 0.9830 2.5730 0.2292  -0.004
O: 2.1542 3.1883 0.3772  -0.029
B: 3.4407 2.4339 0.0019  0.034
F: 3.4553 2.2645 -1.3614  0.003
F: 4.4341 3.1653 0.5428  0.000
O: 3.5223 1.0627 0.6399  -0.029
N: 2.6862 0.1307 0.1576  -0.115
C: 3.1587 -1.1182 0.0501  0.027
C: 4.5989 -1.4708 0.1892  -0.004
C: 0.0269 4.7893 0.4427  -0.002
H: 1.3876 -4.0372 -0.1954  -0.003
H: 3.1213 -3.8667 0.1496  -0.001
H: 2.5243 -3.7071 -1.5024  -0.008
H: -3.4920 2.6637 0.0909  0.000
H: -2.6619 4.0590 -0.6307  -0.001
H: -2.7525 3.9108 1.1171  0.000
H: 5.2062 -0.5697 0.1800  -0.003
H: 4.9034 -2.1103 -0.6393  0.003
H: 4.7947 -2.0077 1.1179  0.003
H: -0.9354 5.2507 0.6389  0.000
H: 0.4512 5.2215 -0.4674  0.006
H: 0.7264 5.0235 1.2456  0.005
C: 2.8933 0.9077 -3.9145  0.001
Si: 1.2246 1.6089 -3.4904  -0.009
C: 1.1734 3.3952 -2.9549  0.000
C: 0.1628 1.5410 -5.0493  0.000
N: 0.5254 0.5932 -2.1814  0.071
P: -0.5334 -0.6097 -2.3842  0.023
C: -0.3464 -1.1451 -0.5678  -0.059
P: -0.7849 -0.6489 2.5695  -0.011
N: 0.5432 0.0335 2.1118  0.069
Si: 1.7451 0.3483 3.4856  0.001
C: 0.8808 -0.1015 5.0868  0.001
C: 3.2474 -0.7270 3.3311  -0.005
C: 2.1425 2.1609 3.5112  0.000
C: -0.7781 -2.2780 3.2060  0.001
C: -1.5967 -2.6788 4.2681  0.000
C: -1.4748 -3.9614 4.7724  0.000
C: -0.5422 -4.8359 4.2319  0.000
C: 0.2885 -4.4336 3.1899  -0.001
C: 0.1756 -3.1583 2.6786  0.020
C: -2.0501 0.4260 3.1383  0.001
C: -3.3197 0.0327 3.5913  -0.001
C: -4.1384 0.9540 4.2105  0.000
C: -3.7160 2.2690 4.3780  0.000
C: -2.4672 2.6725 3.9225  0.001
C: -1.6360 1.7591 3.3033  0.007
C: -2.0762 -0.0189 -3.0546  -0.001
C: -2.3699 1.3427 -3.0025  0.000
C: -3.5200 1.8239 -3.6002  0.000
C: -4.3754 0.9496 -4.2585  -0.001
C: -4.0802 -0.4053 -4.3240  0.000
C: -2.9317 -0.8926 -3.7263  -0.001
C: -0.1007 -2.0895 -3.3004  -0.001
C: 0.3521 -2.0045 -4.6181  0.002
C: 0.6420 -3.1592 -5.3238  -0.001
C: 0.4701 -4.4036 -4.7298  0.002
C: 0.0049 -4.4942 -3.4263  -0.001
C: -0.2719 -3.3399 -2.7092  -0.004
H: 3.3686 1.5015 -4.6969  0.000
H: 2.7600 -0.1024 -4.3140  -0.001
H: 3.5731 0.8592 -3.0680  0.000
H: 1.5491 3.9931 -3.7891  0.000
H: 1.7655 3.6511 -2.0813  0.000
H: 0.1327 3.7002 -2.8046  -0.001
H: 0.8194 1.3832 -5.9077  0.000
H: -0.3200 2.5100 -5.1903  0.000
H: -0.6335 0.8009 -5.1029  0.000
H: 0.7049 -1.1686 5.2223  0.000
H: -0.0449 0.4411 5.2862  0.000
H: 1.5845 0.1950 5.8697  0.000
H: 2.9980 -1.7675 3.1154  0.002
H: 3.7575 -0.7128 4.2973  0.001
H: 3.9489 -0.3511 2.5915  0.001
H: 1.2622 2.8033 3.5579  0.001
H: 2.7663 2.4832 2.6812  -0.001
H: 2.7077 2.3425 4.4295  0.000
H: -2.2894 -1.9917 4.7271  0.000
H: -2.0992 -4.2757 5.5966  0.000
H: -0.4520 -5.8364 4.6336  0.000
H: 1.0211 -5.1191 2.7871  0.000
H: 0.8187 -2.8277 1.8755  -0.019
H: -3.6769 -0.9700 3.4264  0.000
H: -5.1161 0.6513 4.5568  0.000
H: -4.3655 2.9816 4.8688  0.000
H: -2.1373 3.6926 4.0670  0.000
H: -0.6523 2.0600 2.9718  -0.009
H: -1.6761 2.0254 -2.5288  -0.006
H: -3.7425 2.8818 -3.5744  0.000
H: -5.2700 1.3279 -4.7341  0.000
H: -4.7437 -1.0819 -4.8436  0.000
H: -2.7081 -1.9499 -3.7755  0.000
H: 0.4817 -1.0446 -5.0992  0.000
H: 0.9969 -3.0879 -6.3423  0.000
H: 0.6915 -5.3026 -5.2882  0.000
H: -0.1506 -5.4622 -2.9704  0.000
H: -0.6667 -3.4264 -1.7026  -0.001

Computed properties:
Charge: +2
Molar mass, g/mol: 1068.8
ΔE to the lowest compared entry with this formula, charge and spin, eV: 0.0000
Energy, Ha: -3934.6794
Spin multiplicity: 2
⟨S²⟩: 0.944
Kohn-Sham gap (alpha / beta), Eh: 0.231 / 0.210